# 1
DFT (ωB97M-V/def2-TZVPD) results for the molecule C26H37NO2.

Structure (XYZ):
```
66
Properties=species:S:1:pos:R:3:mulliken_charge:R:1
C 7.0200 0.5897 1.6450 -1.2140
C 5.9183 1.6344 1.7805 -0.5643
C 4.7201 1.3074 0.8934 -0.0124
C 3.6046 2.3409 1.0094 -1.3265
C 2.4251 1.9972 0.0966 0.7026
C 1.3486 3.0301 0.1926 -0.6897
C 0.0475 2.8364 0.3428 -0.6293
C -0.6780 1.5218 0.3998 -0.3873
C -1.3790 1.3171 -0.9130 -0.5013
C -2.6408 1.6309 -1.1669 -0.1912
C -3.6051 2.2083 -0.1636 0.0084
C -4.9051 2.5906 -0.8034 -0.6217
C -5.9369 1.7764 -0.9672 -0.7740
C -5.9717 0.3398 -0.5206 -0.4313
C -5.8162 0.2090 0.9689 -0.6006
C -5.1770 -0.7566 1.6129 -0.2823
C -4.4651 -1.9209 0.9948 -0.7691
C -2.9453 -1.7141 0.9998 0.6578
C -2.2231 -2.9450 0.4444 -1.1689
C -0.7159 -2.7706 0.5278 0.5591
O -0.0592 -3.2183 1.4418 -0.6690
N -0.2070 -2.0539 -0.5132 0.0029
C 1.1313 -1.7584 -0.8039 -0.0633
C 2.1824 -2.1196 0.0323 -0.5769
C 3.4839 -1.8206 -0.3231 -0.3926
C 3.7617 -1.1478 -1.5061 0.6642
O 5.0316 -0.8293 -1.8800 -0.6149
C 2.7119 -0.7833 -2.3428 -1.0054
C 1.4139 -1.0920 -1.9954 -0.2619
H 6.6516 -0.3925 1.9352 0.2902
H 7.3716 0.5384 0.6162 0.2766
H 7.8655 0.8376 2.2823 0.3981
H 6.3144 2.6151 1.5076 0.3627
H 5.5936 1.6868 2.8221 0.3474
H 4.3224 0.3283 1.1710 0.1387
H 5.0470 1.2544 -0.1479 0.3311
H 3.2560 2.3886 2.0439 0.3452
H 3.9936 3.3272 0.7447 0.4149
H 2.7817 1.9537 -0.9378 0.2400
H 2.0471 1.0064 0.3501 -0.4455
H 1.7121 4.0496 0.1373 0.3764
H -0.6045 3.6999 0.3841 0.3036
H -1.4036 1.5456 1.2153 0.4147
H 0.0184 0.7018 0.5756 0.1661
H -0.7501 0.9387 -1.7077 0.4291
H -3.0441 1.4667 -2.1580 0.4216
H -3.1574 3.0890 0.3022 0.4444
H -3.7879 1.4723 0.6252 0.0305
H -4.9657 3.6045 -1.1764 0.3839
H -6.8298 2.1466 -1.4524 0.4135
H -6.9294 -0.1015 -0.8116 0.3737
H -5.1802 -0.2143 -1.0288 0.1783
H -6.2997 0.9926 1.5385 0.3830
H -5.1311 -0.7224 2.6940 0.3879
H -4.8048 -2.0839 -0.0287 0.3807
H -4.6987 -2.8200 1.5703 0.4307
H -2.6955 -0.8347 0.4012 -0.5267
H -2.6057 -1.5326 2.0214 0.3207
H -2.5303 -3.1249 -0.5882 0.3147
H -2.4861 -3.8172 1.0448 0.4908
H -0.8670 -1.7089 -1.1964 0.2318
H 1.9772 -2.6402 0.9521 0.5562
H 4.2951 -2.1192 0.3277 0.3706
H 5.6506 -1.1254 -1.2015 0.3277
H 2.9325 -0.2660 -3.2627 0.4435
H 0.6075 -0.8188 -2.6614 0.4063
```

Energy   -33146.4989 eV
HOMO level   -0.2962 Ha
Charge   0
SMILES string   CCCCC/C=C\C/C=C\C/C=C\C/C=C\CCCC(=O)Nc1ccc(O)cc1

# 2
DFT (ωB97M-V/def2-TZVPD) results for a structure of composition C22H16FN6PdSe.

Structure (XYZ):
```
47
Properties=species:S:1:pos:R:3:mulliken_charge:R:1
Pd -0.1880 0.0876 -0.2084 0.3380
Se -0.0292 7.1307 -0.1705 0.4977
N 1.3289 6.0446 -0.2485 -0.9749
C 0.9093 4.6617 -0.1236 1.2985
C 1.8879 3.5363 0.1631 -0.2122
C 3.1765 3.2787 -0.2659 -0.4364
C 3.6287 1.9693 -0.1693 -0.7310
C 2.7370 0.9714 0.2015 -0.4829
N 1.4809 1.2217 0.5933 -0.8620
C 1.1186 2.5038 0.6837 0.3282
C -1.4491 2.6694 0.3461 1.9952
N -2.1990 1.5075 0.8159 -0.5707
C -3.4628 1.5550 0.6717 -0.5181
C -4.2358 2.7083 0.1664 -0.6525
C -3.6355 3.9064 0.0107 -1.1524
C -2.2446 3.9678 0.3073 0.1240
C -1.3859 5.0220 0.5404 0.4165
N -1.5428 6.3120 0.1894 -0.8516
H 3.8047 4.0626 -0.6703 0.5224
H 4.6342 1.6991 -0.4571 0.4047
H 3.0189 -0.0720 0.1501 0.4368
H -4.0280 0.6749 0.9712 0.6477
H -5.2997 2.5806 0.0244 0.4458
H -4.1921 4.8008 -0.2364 0.5071
N 0.2664 4.2828 -1.4314 -0.1305
C -0.0806 4.4970 1.0133 0.0752
C -0.2203 2.9949 1.2099 -0.4402
N -0.9999 2.2741 -0.9998 -0.6435
C -0.3197 3.0884 -1.7329 -0.5653
H 0.7322 4.7247 -2.2119 0.4236
H 0.3143 5.0364 1.8762 0.6635
H -0.3855 2.6877 2.2429 0.5247
H -0.1609 2.7877 -2.7667 0.4459
F -4.9536 -1.5961 -0.9053 -0.3644
C -3.6395 -1.7189 -0.6718 0.2387
C -2.7487 -1.3871 -1.6365 -0.5784
C -1.3687 -1.5110 -1.3346 -0.0618
C -0.9492 -1.9836 -0.0713 0.4657
C 0.4396 -1.7949 0.2306 -0.9760
C -1.9408 -2.3087 0.9050 -0.7190
C -3.2599 -2.1981 0.6027 -0.4153
H -3.0873 -1.0534 -2.6068 0.4824
H -0.6517 -1.4458 -2.1477 0.4477
H 1.1714 -2.0325 -0.5372 0.3806
H 0.7755 -1.9648 1.2476 0.3379
H -1.6266 -2.6452 1.8840 0.4319
H -4.0314 -2.4561 1.3154 0.4590
```

Energy   -103548.3434 eV
HOMO level (alpha / beta)   -0.3946 / -0.3946 Ha
Charge   +1

# 3
DFT (ωB97M-V/def2-TZVPD) results for a cluster of 3 separate species, C12H24O3 in total.

Structure (XYZ):
```
39
Properties=species:S:1:pos:R:3:mulliken_charge:R:1
C -0.5763 6.7347 -15.6150 -0.1378
C -0.2471 5.4477 -14.9033 -0.5811
C 0.2332 4.4522 -15.9015 -0.3509
O 0.3565 5.1767 -17.0577 -0.4386
C 0.3199 6.6169 -16.8392 -0.0832
H -0.2497 7.5967 -15.0333 0.0812
H -1.6246 6.8144 -15.9028 0.2318
H -1.0328 4.9743 -14.3146 0.3486
H 0.5208 5.6014 -14.1452 0.2178
H -0.6249 3.7835 -15.8332 0.3063
H 1.1913 4.0682 -15.5511 0.2078
H -0.0609 7.2160 -17.6664 0.3748
H 1.3630 6.9185 -16.7435 -0.1957
C 4.3491 6.0181 -16.8598 -0.4863
C 4.6411 7.0277 -15.7631 -0.5515
C 6.0989 7.4250 -16.0327 -0.2538
O 6.5918 6.6943 -17.1644 -0.0364
C 5.7287 5.5783 -17.2951 -0.4459
H 3.8696 6.5438 -17.6855 0.2945
H 3.6615 5.1822 -16.7306 0.3892
H 4.4145 6.5446 -14.8126 0.3843
H 3.9776 7.8914 -15.7207 0.3402
H 6.6824 7.2018 -15.1396 0.2954
H 6.3377 8.4721 -16.2191 0.3610
H 6.1139 4.7714 -16.6716 0.3268
H 5.6761 5.1970 -18.3148 0.3800
C -2.2980 7.0709 -12.2302 0.1363
C -2.0974 6.6688 -10.8259 -0.4618
C -1.8421 7.9686 -10.1317 -0.5419
O -0.9232 8.6331 -11.0722 -0.4591
C -1.5134 8.4154 -12.3377 -0.2043
H -3.3519 7.2439 -12.4478 0.3301
H -2.0036 6.3298 -12.9733 -0.2829
H -1.2079 6.0545 -10.6865 0.2361
H -3.0120 6.3036 -10.3586 0.2999
H -1.3944 7.9419 -9.1382 0.3519
H -2.7038 8.6105 -9.9487 0.2672
H -0.6802 8.4808 -13.0374 0.0521
H -2.1855 9.2436 -12.5625 0.2979
```

Energy   -18963.4459 eV
HOMO level (alpha / beta)   -0.4182 / -0.4182 Ha
Spin multiplicity   2
Charge   +1

# 4
DFT (ωB97M-V/def2-TZVPD) results for a structure of composition C49H34Cl8N5O4S2Y.

Structure (XYZ):
```
103
Properties=species:S:1:pos:R:3:mulliken_charge:R:1
Y -0.8465 -0.3884 -0.0936 0.9763
C -0.7631 1.3812 -4.4249 -1.2143
C -1.8279 0.8586 -5.1325 -0.6068
C -2.5688 -0.1696 -4.5727 -1.0880
C -2.2209 -0.6472 -3.3138 0.5188
N -1.1918 -0.1350 -2.6343 0.3335
C -0.4805 0.8551 -3.1738 -0.2692
C -2.9922 -1.7365 -2.6478 1.1168
C -4.0301 -2.4063 -3.2947 -1.1218
C -4.6989 -3.4080 -2.6181 -0.8225
C -4.3289 -3.7214 -1.3236 -1.2484
C -3.2863 -3.0097 -0.7386 1.2609
N -2.6409 -2.0507 -1.4024 0.5191
C -2.8289 -3.2916 0.6556 0.1671
C -3.5376 -4.1236 1.5156 -0.9404
C -3.0553 -4.3367 2.7962 -0.6362
C -1.8794 -3.7213 3.1857 -1.2438
C -1.2422 -2.9010 2.2682 -0.4466
N -1.7053 -2.6881 1.0424 0.7264
H -0.1628 2.1929 -4.8122 0.5091
H -2.0930 1.2464 -6.1079 0.4257
H -3.4118 -0.5713 -5.1134 0.3400
H 0.3002 1.2238 -2.5090 0.6237
H -4.3032 -2.1548 -4.3069 0.3578
H -5.5035 -3.9476 -3.1003 0.4291
H -4.8297 -4.5092 -0.7826 0.3513
H -4.4642 -4.5861 1.2107 0.3584
H -3.5997 -4.9707 3.4836 0.4390
H -1.4721 -3.8538 4.1781 0.4807
H -0.3338 -2.3756 2.5361 0.6807
Cl -1.7542 1.2770 7.4045 -0.2166
C -1.9204 0.8966 5.7304 0.2782
C -0.7970 0.7291 4.9267 0.1008
Cl 0.7848 0.9038 5.5976 -0.2167
C -0.9411 0.4270 3.5835 0.0415
Cl 0.4297 0.2349 2.5441 0.1608
C -2.1988 0.2829 2.9559 -1.1194
O -2.3141 0.0130 1.7122 0.0169
C -3.3218 0.4429 3.8084 0.6440
Cl -4.8755 0.2254 3.0916 -0.1751
C -3.1845 0.7450 5.1525 0.3781
Cl -4.5906 0.9344 6.1356 -0.2122
O 0.4843 0.9363 -0.4966 -0.2656
Cl 1.9919 3.6196 1.7935 -0.1746
C 2.9723 2.3406 1.1593 0.7285
C 3.4480 1.3529 2.0022 -1.2683
C 4.1630 0.3006 1.4530 -0.1600
C 4.4496 0.2249 0.0920 -0.4514
C 5.1829 -0.9957 -0.4187 0.2880
C 4.3846 -1.8415 -1.4201 -1.3043
N 3.0878 -2.2435 -0.9123 0.4566
C 2.7413 -3.4561 -0.3553 -0.6292
C 1.4316 -3.3456 -0.0037 -0.8537
N 0.9709 -2.0887 -0.3201 0.0917
C 1.9970 -1.4546 -0.8623 -0.3071
O 6.4080 -0.6367 -1.0446 -0.2998
C 7.5507 -1.2560 -0.4730 -1.1087
C 7.5297 -2.7539 -0.6031 0.2754
C 7.7091 -3.4203 -1.7789 0.6849
Cl 8.0486 -2.7210 -3.3053 -0.1884
S 7.5108 -5.1166 -1.6242 -0.1720
C 7.1937 -4.9623 0.0504 -0.5207
C 7.2411 -3.6652 0.4557 -0.5412
C 3.9926 1.2709 -0.7085 0.9593
Cl 4.2672 1.2882 -2.4296 -0.2130
C 3.2422 2.3108 -0.1948 -0.5104
H 3.2256 1.3885 3.0592 0.4623
H 4.5069 -0.4972 2.1013 0.4233
H 5.3789 -1.6289 0.4539 0.2098
H 4.9553 -2.7387 -1.6546 0.4287
H 4.2512 -1.2744 -2.3378 0.2575
H 3.4424 -4.2695 -0.2820 0.4375
H 0.7927 -4.0868 0.4464 0.5289
H 1.9494 -0.4091 -1.1520 0.1979
H 7.6404 -0.9819 0.5842 0.3297
H 8.4028 -0.8374 -1.0068 0.4944
H 7.0029 -5.8394 0.6470 0.4487
H 7.0798 -3.3512 1.4779 0.4189
H 2.8485 3.0724 -0.8505 0.3700
O -2.6561 1.3350 -0.6931 -0.6065
S -2.0784 2.4526 0.1608 1.6175
C -1.5815 3.7406 -0.9769 0.2445
C -2.4920 4.5554 -1.6403 -0.6361
C -2.0218 5.4659 -2.5725 -0.7608
C -0.6577 5.5513 -2.8337 -0.7062
C 0.2390 4.7239 -2.1705 -0.4439
C -0.2203 3.8055 -1.2350 0.5233
C -3.5103 3.2237 0.9054 -0.2706
C -3.3140 4.1509 1.9196 -0.4352
C -4.4166 4.6970 2.5571 -0.7006
C -5.6975 4.3082 2.1823 -0.4622
C -5.8778 3.3692 1.1771 -0.7215
C -4.7788 2.8126 0.5367 -0.0301
H -3.5491 4.4799 -1.4210 0.4761
H -2.7162 6.1125 -3.0932 0.4138
H -0.2927 6.2682 -3.5585 0.3977
H 1.2980 4.7895 -2.3892 0.4551
H 0.4285 3.0809 -0.7441 -0.5821
H -2.3081 4.4305 2.2125 0.4796
H -4.2786 5.4149 3.3548 0.4093
H -6.5564 4.7288 2.6890 0.3871
H -6.8765 3.0544 0.9030 0.4170
H -4.8786 2.0490 -0.2236 0.3548
```

Energy   -189902.9536 eV
HOMO level   -0.2640 Ha
Charge   0

# 5
DFT (ωB97M-V/def2-TZVPD) results for a cluster of 3 separate species, C7H12O2 in total.

Structure (XYZ):
```
21
Properties=species:S:1:pos:R:3:mulliken_charge:R:1
C 1.0751 1.0738 2.0464 -1.5309
C 0.8390 0.6443 0.6241 1.1921
C -0.0256 1.4043 -0.1974 -0.8670
C -0.2342 0.9677 -1.4861 -0.1722
C 0.4340 -0.1120 -2.0862 -0.3489
C 1.3974 -0.7378 -1.3149 -0.4180
C 1.5045 -0.4105 0.0407 -0.7244
H 1.9830 1.6724 2.1550 0.3220
H 0.2243 1.6993 2.3225 0.3871
H 1.1838 0.2812 2.7862 0.3736
H -0.1190 2.4753 -0.0367 0.3523
H -0.9288 1.3492 -2.2270 0.3335
H 0.1956 -0.5166 -3.0565 0.3903
H 1.8954 -1.6316 -1.5850 0.3701
H 2.1138 -0.9994 0.6801 0.3667
O -3.0429 -0.0872 0.3654 -0.6668
H -2.4602 -0.4834 1.0257 0.3403
H -2.4199 0.4705 -0.1228 0.3155
O -1.1743 -2.6121 0.2736 -0.6893
H -1.9759 -2.4265 -0.2211 0.3396
H -0.4651 -2.0209 0.0141 0.3343
```

Energy   -11548.1134 eV
HOMO level   -0.3517 Ha
Charge   0
SMILES string   Cc1ccccc1.O.O

So what do the calculations give for energy above the lowest of the compared OMol25 structures with the same formula, charge and spin? Going down the list: 23.8, 501.6, 21.4, 41.7, 28.0 kJ/mol.